# 1
Computed, not measured: a molecular structure, C18H29AuClN2O3, with the ωB97M-V functional and the def2-TZVPD basis.

Atoms and positions in Å:
H: -1.79 -1.11 -3.43
Cl: -1.09 2.41 0.92
H: -2.02 -2.39 3.36
C: 0.67 0.19 -4.31
C: 0.76 -1.93 -1.14
C: -1.25 3.78 1.75
O: 2.15 3.87 -1.05
H: 3.35 0.72 -3.55
H: 3.93 -2.67 -1.12
C: 3.50 -0.18 -2.96
C: -0.04 -1.18 -2.15
C: 3.24 -2.08 -0.51
N: -0.45 0.53 2.76
C: 0.63 1.24 2.96
C: -3.70 1.50 1.79
H: -0.01 -3.89 -0.70
H: -0.24 -1.38 1.96
H: 4.03 -0.90 -3.59
C: 2.28 3.86 0.10
C: -2.93 -0.80 2.27
C: 0.15 -2.93 -0.20
C: 0.96 -0.48 -3.00
H: -1.04 4.64 1.13
H: 0.17 1.84 1.08
H: 0.99 -0.44 -5.14
H: 0.20 -1.23 3.68
H: 1.20 1.14 -4.40
H: -1.97 -2.18 -2.04
H: -3.96 -0.99 2.54
O: -0.67 2.80 -0.48
H: -2.32 1.97 0.39
H: 2.93 -2.70 0.33
H: -0.39 0.39 -4.43
H: 0.53 2.32 3.00
O: 2.41 3.81 1.25
H: -0.97 -2.66 -3.41
C: -1.50 1.18 2.18
H: -0.83 -2.59 0.15
H: -1.51 3.71 2.78
C: -1.94 -1.31 3.31
C: -1.26 -1.81 -2.79
H: 0.79 -3.12 0.66
N: -2.75 0.67 2.14
H: -4.66 1.10 1.49
H: 1.56 0.73 3.17
H: -2.71 -1.23 1.29
H: -3.52 2.56 1.94
C: -0.52 -0.94 2.92
H: 4.17 0.06 -2.13
C: 2.20 -0.73 -2.47
Au: -0.46 0.57 -1.14
H: 3.81 -1.24 -0.12
C: 2.07 -1.62 -1.33
H: -2.19 -0.91 4.29

Calculated values
Total charge ... +1
Kohn-Sham gap ... 4.60 eV
F_max ... 1.7 eV/A

Results of the Mulliken charge analysis, in e, for atoms 1 through 5:
1 H 0.4241
2 Cl 0.6546
3 H 0.4406
4 C -1.8041
5 C -0.1278

---

# 2
Computed, not measured: 12 unconnected molecules or ions with the total composition C42H78F15NO28S6, with the ωB97M-V functional and the def2-TZVPD basis.

Atoms and positions in Å:
H: -2.60 3.59 5.29
H: -0.79 3.58 1.02
O: 0.21 -5.33 -1.30
C: -2.46 -0.95 6.85
C: 4.13 1.63 -5.54
C: -4.28 -3.76 5.04
O: 3.04 -1.45 3.98
H: 3.75 -0.08 6.12
C: 1.97 7.59 -4.60
H: 0.79 2.66 -1.11
C: 5.14 1.28 -0.26
H: -2.32 2.31 -2.56
H: -0.91 1.45 2.74
H: -4.44 2.87 8.21
H: 2.56 1.18 5.86
C: 1.40 7.69 -1.48
H: 5.56 3.91 -8.10
S: -1.57 -2.53 2.78
S: -4.23 -4.00 -0.01
F: 2.36 -4.19 3.41
C: -3.97 0.03 -4.07
H: 1.90 -4.32 -2.88
C: 4.05 1.49 -4.01
H: -3.10 8.13 4.68
H: -5.60 3.66 7.24
H: -4.88 -3.84 -2.37
O: 3.24 1.28 -6.26
O: -0.67 -4.96 -3.62
F: -0.11 7.41 0.23
H: 4.59 -3.99 -2.49
H: -5.01 -4.56 5.15
H: 2.99 7.72 -4.19
H: -3.47 -1.32 6.96
H: -5.22 1.51 5.55
H: 1.47 0.17 -0.39
C: -0.37 1.52 1.80
H: 5.68 1.55 0.62
S: -3.35 6.16 5.86
C: 3.38 -3.49 2.87
C: 4.88 -3.42 -1.59
F: 4.09 -1.15 -7.30
O: -3.10 6.78 7.21
H: 6.12 2.58 -9.11
F: 1.89 6.79 0.68
S: 5.55 -0.44 -0.31
C: -0.88 3.67 6.60
O: 2.19 8.58 -1.40
H: -4.26 1.62 -0.84
H: -5.86 -4.92 -1.39
H: -1.42 3.86 7.59
H: -1.01 -5.49 0.26
H: 3.82 -2.51 0.12
H: 2.54 -6.10 -2.78
H: 1.98 -0.41 6.17
C: 2.75 0.14 5.66
H: -2.84 -0.65 2.85
H: -0.72 2.58 6.43
H: -3.86 -3.56 6.03
C: 0.98 6.83 -0.27
C: -0.24 -6.07 -0.19
C: -2.83 -1.47 2.12
O: -4.94 -3.34 1.10
H: -1.10 4.07 4.42
N: 0.41 0.57 1.27
H: -2.74 -5.08 4.28
F: -6.31 -0.18 -4.24
H: -1.34 -3.25 -6.30
H: -0.62 -2.13 -0.35
H: 6.09 0.90 -7.29
H: 4.11 1.27 0.04
F: 2.94 0.87 -3.66
H: 1.77 6.53 -4.80
F: -5.20 -0.76 -6.04
O: 6.87 -0.60 -0.88
C: 5.49 2.79 -8.25
O: -2.20 -3.07 4.08
H: -3.52 -0.07 -1.01
C: 2.97 -2.17 -5.51
O: -0.06 -7.22 -2.85
H: -0.11 8.08 -4.16
C: -5.35 -3.95 -1.38
H: 4.98 -4.23 -0.82
C: 0.92 -6.17 0.77
H: -2.53 -1.30 1.11
H: -0.62 -7.07 -0.51
H: -2.86 -2.95 -2.40
C: 3.94 -2.39 -1.00
F: -5.42 1.36 -5.55
H: -0.39 -2.16 -7.47
O: 2.34 -1.54 1.84
H: -3.74 -2.08 2.17
C: -1.12 -2.06 -1.37
H: 5.44 1.76 -1.13
H: 6.99 2.38 -6.84
H: 3.37 0.58 3.70
H: -4.22 2.99 5.58
C: 0.99 0.95 0.12
H: -1.93 -4.10 -1.34
C: -5.19 2.64 7.45
H: -4.75 7.88 4.95
H: -5.94 1.96 7.81
C: -2.72 1.32 -2.45
H: -2.59 1.19 -0.35
H: -0.28 -2.25 -2.05
O: -3.34 -0.96 -3.97
O: 0.67 7.32 -2.48
H: 5.87 -2.98 -1.73
H: 1.13 -5.17 1.26
H: 0.14 -3.76 -7.21
O: -3.19 -2.93 -0.36
C: 2.67 -0.03 4.23
H: 4.48 2.48 -8.50
H: -1.46 -0.99 -1.33
F: 3.99 2.64 -3.31
F: 5.26 -1.76 -5.58
O: 5.31 2.20 -5.82
O: -2.00 5.65 5.32
C: -0.47 2.55 0.84
C: -3.37 1.00 -1.10
F: 0.68 5.59 -0.72
H: 0.73 -0.28 1.75
O: -3.73 -5.31 0.10
O: -3.69 -0.12 4.77
S: 0.16 -5.80 -2.81
F: 5.09 0.76 -3.49
O: 1.90 -2.31 -6.25
C: -0.37 -2.91 -6.67
H: 1.05 9.24 -3.46
C: 0.52 2.23 -0.13
H: -2.03 -0.59 7.77
O: 4.40 -0.97 -1.25
O: -3.82 1.16 -3.46
C: 0.90 8.16 -3.68
F: 3.71 -4.06 1.70
O: -4.30 5.06 5.68
H: -3.92 6.80 3.81
H: 0.77 -6.92 1.55
C: 0.56 -2.39 -5.64
H: 0.18 -1.39 -5.36
H: -1.89 0.62 -2.69
O: -0.45 -1.79 3.19
H: 0.72 -3.03 -4.78
S: -2.73 0.35 5.71
H: -6.02 -3.14 -1.12
H: 2.95 -2.40 -1.37
H: 1.88 -6.50 0.42
H: 1.86 8.00 -5.65
C: -5.24 0.16 -5.03
O: 3.06 -2.10 -4.32
H: -4.85 -2.83 4.73
C: -3.22 -4.15 4.04
C: 2.95 -2.01 2.80
H: -3.62 -4.18 3.04
O: -3.41 1.33 6.70
H: 1.97 -5.50 -4.30
H: -1.87 -1.76 6.37
H: 1.67 0.12 3.84
C: -1.69 4.20 5.36
F: 4.40 -3.75 3.68
F: 4.57 -3.24 -6.96
C: -3.82 7.37 4.67
O: -1.37 -3.59 1.78
C: 1.84 -5.37 -3.23
O: -1.53 1.01 5.32
C: 4.26 -2.08 -6.37
C: 6.04 1.98 -7.07
C: -2.26 -3.14 -1.51
H: 0.11 4.20 6.75
C: -4.49 2.14 6.22
O: 5.27 -0.92 1.05

Calculated values
SMILES string ... CCOC(=O)C(F)(F)F.CCOC(=O)C(F)(F)F.CCOC(=O)C(F)(F)F.CCOC(=O)C(F)(F)F.CCOC(=O)C(F)(F)F.CCOS(C)(=O)=O.CCOS(C)(=O)=O.CCOS(C)(=O)=O.CCOS(C)(=O)=O.CCOS(C)(=O)=O.CCOS(C)(=O)=O.c1cc[nH]c1
Total charge ... 0
Kohn-Sham gap ... 8.40 eV
F_max ... 4.4 eV/A

Results of the Mulliken charge analysis, in e, for atoms 1 through 5:
1 H -0.6104
2 H 0.4155
3 O -0.1044
4 C -1.0818
5 C 0.0564

---

# 3
Computed, not measured: 14 unconnected molecules or ions with the total composition C46H75BF3O26S6, with the ωB97M-V functional and the def2-TZVPD basis.

Atoms and positions in Å:
H: 7.79 0.32 2.07
H: 6.37 -5.08 -0.83
H: -5.86 -1.83 -2.14
H: -2.38 5.61 -5.72
H: -2.75 3.85 -5.90
F: -8.03 -5.79 -1.69
C: -6.69 -2.37 -1.71
H: -7.03 3.90 7.43
H: -0.70 11.23 -0.42
C: 6.23 -1.21 -6.78
H: 3.80 -5.50 -3.87
C: 1.84 0.06 6.83
O: 0.16 9.62 0.15
C: 9.86 8.67 -0.84
C: 10.53 9.25 -1.86
C: -5.22 0.76 8.44
H: 6.26 -2.29 -6.91
S: -4.85 5.84 1.41
H: -6.11 -4.20 -2.61
C: 1.77 -1.29 7.22
S: -6.64 1.87 8.73
C: -8.91 -2.35 -0.86
O: -0.95 -4.68 1.50
H: -3.08 4.30 1.76
H: 5.26 -5.48 0.52
H: -5.32 3.34 7.25
O: 0.55 1.27 -11.52
O: 0.56 -0.43 -3.39
H: -7.90 -7.64 4.59
H: -5.06 -0.05 9.15
O: -4.99 6.34 2.86
C: 0.99 -14.25 0.83
C: -7.97 -4.42 -1.50
O: -9.54 -6.48 6.82
H: 0.57 -13.97 1.79
H: 8.12 7.34 -0.24
H: 1.63 -15.12 0.97
C: -9.20 -4.09 5.50
H: -7.85 -6.14 3.63
H: -6.80 4.56 1.56
C: -5.53 4.58 -5.65
H: -6.56 2.52 6.37
H: 8.32 -2.87 7.47
S: 7.70 -0.77 -5.72
O: -5.65 3.49 -5.19
O: 1.08 -0.94 0.10
H: 8.52 1.43 3.20
C: 8.30 -0.37 5.25
H: 8.84 7.65 -4.43
O: 4.52 -5.77 -1.40
H: 6.33 1.18 -5.30
H: 9.20 -1.35 7.58
H: 1.27 -10.59 0.31
C: -0.26 10.36 -0.89
O: 5.57 -7.87 -1.22
C: -7.69 -1.72 -1.05
H: -4.61 3.59 2.21
C: -7.99 -6.55 4.62
H: 1.77 1.42 9.90
O: 8.16 -0.47 3.89
O: -6.53 5.26 -6.19
H: 6.28 -0.67 -7.72
C: 8.30 -1.81 7.20
C: -4.12 4.20 1.45
H: -0.32 -1.09 -13.43
O: 7.51 -1.41 -4.40
H: -8.13 3.99 -5.72
C: 0.82 8.45 -0.06
H: -1.31 0.30 -13.33
C: 1.79 6.65 1.19
O: 3.26 -12.82 0.68
S: -0.15 -0.01 -11.21
H: 10.17 8.96 0.15
C: 0.79 -11.52 0.61
H: -1.03 9.82 -1.45
H: 5.01 -4.00 -0.39
C: 7.40 1.06 -5.45
H: 1.89 -2.07 6.48
S: 1.87 -12.86 -0.01
B: -0.09 -1.78 -0.16
C: 8.46 7.37 -2.32
H: -4.32 1.37 8.54
O: -7.87 1.05 8.33
H: 2.81 6.89 0.90
H: -1.52 0.38 -9.25
H: 6.79 1.05 3.36
H: 7.93 1.42 -4.56
H: -0.10 -11.45 -0.01
H: -7.91 4.00 -7.35
O: 8.23 -1.64 5.78
C: -6.37 3.04 7.31
O: -2.81 -2.33 2.00
H: 0.22 -14.54 0.12
O: 4.11 -7.28 -2.84
C: -7.83 4.68 -6.51
H: -3.00 4.68 -4.37
H: 7.60 6.78 -2.62
H: 2.70 -6.77 -4.40
C: -0.96 -0.55 -12.74
C: 5.34 -5.04 -0.48
H: -10.05 -4.10 -0.71
C: 8.74 7.76 -1.02
C: 1.43 -1.63 8.54
C: 1.62 0.67 9.14
C: -6.52 5.35 0.86
H: 11.25 10.01 -1.61
C: 0.50 -0.80 -2.17
H: 2.44 -5.91 -2.85
H: 5.29 -0.93 -6.32
O: 0.07 -3.22 0.17
H: 1.34 -2.68 8.80
H: -4.26 3.87 0.42
O: 8.49 0.68 5.88
C: -1.76 -2.38 1.29
O: -1.22 -1.34 0.67
C: -0.82 -3.58 1.01
O: 1.14 8.02 -1.19
H: 7.77 1.66 -6.28
H: -5.35 0.35 7.43
H: -1.85 -1.12 -12.47
C: 1.37 -0.25 -1.03
H: 0.56 10.75 -1.49
C: -1.64 0.50 -10.32
O: 1.07 7.87 1.19
H: -9.75 -1.78 -0.51
C: 4.87 -7.00 -1.77
O: -4.40 5.30 -5.79
H: 0.59 -11.55 1.68
H: -6.45 4.86 -0.10
H: 7.46 -1.35 7.72
H: -7.32 6.08 0.82
H: -2.40 -0.23 -10.60
O: 2.19 0.68 -1.07
F: 1.03 -1.09 10.79
O: -0.33 -1.74 -1.61
H: 1.33 6.01 0.43
H: 1.70 6.12 2.14
C: -9.07 -3.74 -1.00
H: 1.89 2.08 7.54
H: -7.57 -0.67 -0.83
C: 1.33 -0.66 9.53
H: 2.04 0.47 5.85
C: -3.05 4.80 -5.45
C: 9.15 7.92 -3.43
H: -8.26 -3.95 6.03
C: -6.85 -3.74 -1.98
C: 1.77 1.04 7.79
H: -8.53 5.51 -6.40
H: -9.95 -3.50 6.02
C: 3.18 -6.34 -3.52
S: -9.56 -5.86 5.40
H: -7.12 -6.26 5.21
H: -1.96 1.53 -10.45
F: 10.85 9.47 -4.26
C: 10.21 8.84 -3.17
C: 7.77 0.65 3.11
H: -9.03 -3.66 4.52

Calculated values
Total charge ... -1
Kohn-Sham gap ... 8.87 eV
F_max ... 5.8 eV/A

Results of the Mulliken charge analysis, in e, for atoms 1 through 5:
1 H 0.2382
2 H 0.3052
3 H 0.3894
4 H 0.2289
5 H 0.2855

---

# 4
Computed, not measured: C3H7NO2 in the gas phase, with the ωB97M-V functional and the def2-TZVPD basis.

Atoms and positions in Å:
N: -0.46 0.21 -0.28
O: 0.75 0.23 -0.86
C: -1.16 1.30 -0.51
H: 1.40 -0.88 0.83
C: -0.81 -0.98 0.28
H: -0.58 2.01 -1.02
H: -0.86 -1.82 -0.54
O: -2.39 1.44 -0.38
H: 1.65 0.85 0.87
H: 2.63 -0.08 -0.47
H: -0.28 -1.54 1.06
C: 1.73 0.01 0.19
H: -1.62 -0.74 0.82

Calculated values
SMILES string ... CON(C)C=O
Total charge ... 0
Kohn-Sham gap ... 10.11 eV
F_max ... 4.8 eV/A

Results of the Mulliken charge analysis, in e, for atoms 1 through 5:
1 N 0.1237
2 O -0.2947
3 C 0.0246
4 H 0.2022
5 C -1.0021

---

# 5
Computed, not measured: C2H4N2S2 in the gas phase, with the ωB97M-V functional and the def2-TZVPD basis.

Atoms and positions in Å:
N: 1.01 -0.86 -0.29
H: 0.20 1.77 -0.55
H: -0.58 -1.69 -1.22
S: -1.07 1.77 -0.16
C: -0.24 -0.86 -0.58
S: -2.80 -0.56 0.26
H: 0.91 0.45 1.29
H: 2.40 -0.17 0.88
N: 1.51 0.12 0.52
C: -1.34 0.04 -0.14

Calculated values
SMILES string ... N/N=C\C(=S)S
Total charge ... 0
Kohn-Sham gap ... 8.11 eV
F_max ... 0.8 eV/A

Results of the Mulliken charge analysis, in e, for atoms 1 through 5:
1 N -0.3466
2 H 0.2217
3 H 0.3711
4 S -0.1513
5 C -0.1380

---

Copy entry 5 word for word.
Computed, not measured: C2H4N2S2 in the gas phase, with the ωB97M-V functional and the def2-TZVPD basis.

Atoms and positions in Å:
N: 1.01 -0.86 -0.29
H: 0.20 1.77 -0.55
H: -0.58 -1.69 -1.22
S: -1.07 1.77 -0.16
C: -0.24 -0.86 -0.58
S: -2.80 -0.56 0.26
H: 0.91 0.45 1.29
H: 2.40 -0.17 0.88
N: 1.51 0.12 0.52
C: -1.34 0.04 -0.14

Calculated values
SMILES string ... N/N=C\C(=S)S
Total charge ... 0
Kohn-Sham gap ... 8.11 eV
F_max ... 0.8 eV/A

Results of the Mulliken charge analysis, in e, for atoms 1 through 5:
1 N -0.3466
2 H 0.2217
3 H 0.3711
4 S -0.1513
5 C -0.1380